[1]
ORCA calculation (ωB97M-V/def2-TZVPD) on a structure of composition C28H29BF7Ge2MgN2O3Te.

Geometry as XYZ:
```
74
Properties=species:S:1:pos:R:3:forces:R:3
Mg -0.59992 0.35968 1.29750 -0.07 -0.15 0.21
O 0.24835 -7.38388 1.04468 -0.05 -0.02 0.05
C -0.51403 -6.80932 0.08340 0.24 0.08 -0.16
O -0.87706 -7.46751 -0.85082 -0.10 -0.03 0.05
C -0.79956 -5.35045 0.22224 -0.06 -0.05 0.09
C -0.55067 -4.61180 1.37773 -0.03 -0.02 0.00
C -0.82616 -3.25832 1.42856 -0.01 -0.01 -0.07
C -1.36730 -2.60085 0.31859 0.02 0.02 0.03
C -1.61463 -3.34481 -0.84287 -0.01 -0.02 0.04
C -1.34006 -4.69750 -0.88244 -0.02 0.02 -0.03
N -1.63710 -1.23130 0.41032 -0.15 -0.04 -0.15
C -2.78845 -0.79017 -0.13123 0.01 0.01 0.00
C -3.14615 0.56643 -0.01286 0.01 -0.02 0.01
C -4.34636 1.09324 -0.54479 0.00 0.00 -0.01
C -4.63135 2.41908 -0.38562 0.00 0.01 0.01
C -3.72875 3.24536 0.31284 -0.01 -0.01 -0.01
C -2.58294 2.67628 0.81047 0.03 0.02 0.01
N -2.27598 1.37899 0.66495 -0.05 0.10 -0.08
H 0.52744 -6.72591 1.69029 -0.01 0.00 0.01
H -0.17456 -5.07913 2.28233 0.01 0.00 0.00
H -0.66969 -2.69497 2.33699 0.00 -0.01 0.04
H -1.99792 -2.84437 -1.72232 -0.01 0.00 -0.02
H -1.52504 -5.27427 -1.77875 0.00 0.00 0.00
H -3.47594 -1.47882 -0.61115 -0.02 0.00 -0.01
H -5.01974 0.43191 -1.07416 0.00 0.00 0.00
H -5.54546 2.83244 -0.79172 0.00 0.00 0.00
H -3.92306 4.29712 0.46053 0.00 0.00 0.01
H -1.85954 3.26766 1.36030 0.00 0.00 0.00
F -0.18299 1.39026 4.79129 -0.09 -0.03 -0.05
Te 1.26226 0.60438 3.96094 -0.02 -0.08 -0.01
F -0.20401 -0.57902 3.02828 0.23 0.07 -0.05
F 2.29261 1.67732 5.16510 -0.06 0.09 -0.05
F 1.19995 -0.75364 5.25877 0.02 -0.03 0.03
F 0.34468 1.73190 2.29253 0.08 0.10 0.04
O 0.86384 0.14272 -0.23484 0.17 0.09 0.07
F -0.67933 0.53564 -1.95531 -0.02 0.02 0.02
B 0.22176 -0.24252 -1.37539 -0.07 -0.08 -0.02
F 0.55169 -1.37207 -2.00287 0.02 0.03 -0.01
C 2.70340 -2.55980 2.40378 0.00 -0.03 -0.02
Ge 3.21366 -2.42251 0.51770 0.02 0.00 0.04
C 2.26477 -3.71364 -0.58594 -0.06 0.00 -0.02
C 5.14590 -2.68001 0.31518 0.00 0.02 0.00
Ge 2.74580 -0.13438 -0.17228 -0.03 0.05 -0.04
C 3.34239 1.19849 1.10395 0.09 -0.04 -0.01
C 4.36956 0.83613 1.97852 -0.02 0.04 0.01
C 4.88366 1.74811 2.88979 0.00 0.00 0.01
C 4.37195 3.03647 2.93450 0.01 0.00 0.02
C 3.35945 3.41366 2.06305 -0.02 0.01 -0.01
C 2.85023 2.50221 1.14971 -0.01 -0.05 -0.01
C 3.33117 0.36024 -1.95957 -0.01 -0.01 0.00
C 3.42539 -0.60068 -2.96764 -0.02 0.01 0.02
C 3.88163 -0.25878 -4.23169 0.00 0.01 -0.01
C 4.25065 1.05148 -4.50203 0.00 -0.01 0.00
C 4.16677 2.01643 -3.50856 -0.01 0.00 0.01
C 3.71369 1.67154 -2.24324 0.01 0.02 0.00
H 2.93911 -3.55600 2.78098 -0.01 -0.01 0.00
H 1.63398 -2.39293 2.52927 0.01 0.00 0.01
H 3.25110 -1.83600 3.00900 0.02 -0.01 0.01
H 2.50750 -4.72048 -0.24184 -0.01 -0.01 0.00
H 2.55843 -3.62823 -1.63132 0.03 -0.01 0.00
H 1.18789 -3.56965 -0.51868 0.04 0.00 -0.02
H 5.39165 -3.72443 0.51144 0.00 0.00 0.00
H 5.71309 -2.05946 1.00837 0.01 -0.01 -0.01
H 5.46158 -2.43821 -0.69984 0.00 0.00 0.00
H 4.77212 -0.17112 1.95620 0.01 0.01 0.01
H 5.66957 1.45207 3.57189 0.01 -0.01 0.00
H 4.75455 3.74540 3.65661 0.00 0.00 0.00
H 2.95728 4.41757 2.10345 0.00 0.00 0.00
H 2.04285 2.79985 0.49255 -0.01 0.01 0.00
H 3.12918 -1.62380 -2.77001 0.00 -0.02 0.00
H 3.94786 -1.01304 -5.00500 0.00 0.00 0.00
H 4.60660 1.31964 -5.48839 0.00 0.00 0.00
H 4.45868 3.03748 -3.71744 0.00 0.00 0.00
H 3.66920 2.43053 -1.47053 0.01 -0.01 -0.01
```
Forces are in eV/Å.

Summary:
E_LUMO (spin up / spin down)	0.100 / -0.463	eV
spin multiplicity	2
energy relative to the best compared isomer or geometry (same formula, charge and spin)	4.5	kJ/mol
calculated total energy	-184110.2483	eV
<S²>	0.766
Kohn-Sham gap (spin up / spin down)	6.27 / 8.19	eV


[2]
ORCA calculation (ωB97M-V/def2-TZVPD) on a structure of composition C13H14AlCl2GaN2O4 at a distorted geometry.

Geometry as XYZ:
```
37
Properties=species:S:1:pos:R:3:forces:R:3
Ga 6.27980 2.67434 -3.19080 0.56 0.08 1.79
Al 2.27354 -0.34336 -2.44791 2.07 -1.38 -0.64
Cl 5.01157 3.19170 -1.47352 -2.49 -1.02 -0.80
Cl 3.59123 -1.54765 -3.49481 -0.97 0.93 0.59
C 1.37293 1.26780 -3.31055 -5.19 3.88 -4.48
C 7.18061 3.77226 -1.71375 2.94 3.16 4.72
C 6.12217 2.02446 -4.92984 -1.81 -1.04 -4.81
O 0.61622 1.89680 -3.93777 4.69 -3.40 3.77
O 7.41446 4.30673 -0.69756 -0.43 -2.54 -5.33
O 5.76601 1.51772 -5.93261 1.72 1.56 4.21
C -4.71486 0.41904 0.17087 0.18 0.84 -0.31
C -4.11613 -0.84428 0.76668 -0.40 -2.07 0.63
N -2.71368 -0.77701 1.13919 -1.65 1.30 -0.19
C -2.43557 -0.41267 2.51715 0.55 0.12 0.27
C -2.80850 -1.54253 3.47053 -0.30 -0.68 0.32
C -1.83216 -0.64068 0.08144 1.32 -0.07 -1.54
O -2.20529 -0.59215 -1.08681 0.53 -0.08 2.04
C -0.32387 -0.61388 0.39180 -0.60 0.37 -0.81
C 0.30229 -1.34143 1.41290 0.66 0.53 -1.02
C 1.69467 -1.37340 1.47159 0.33 -0.07 0.30
C 2.42805 -0.81426 0.43830 0.60 -0.23 -1.38
N 1.82028 -0.30554 -0.70172 -2.26 1.12 2.38
C 0.43320 -0.02231 -0.60446 1.67 -1.73 -0.35
H -4.53979 1.26194 0.83042 -0.09 0.19 0.16
H -5.78541 0.27832 0.04919 -0.04 -0.15 0.10
H -4.26987 0.61051 -0.79595 -0.04 0.09 -0.19
H -4.64098 -1.11151 1.69226 0.00 0.12 -0.34
H -4.23632 -1.67324 0.03460 0.15 0.42 0.28
H -1.38831 -0.13862 2.64899 -0.19 0.11 -0.20
H -3.04518 0.46868 2.76086 -0.09 -0.03 -0.21
H -2.34449 -2.48999 3.16670 -0.12 0.16 0.10
H -2.45840 -1.29574 4.47647 -0.07 0.08 -0.16
H -3.89503 -1.67799 3.50828 0.30 -0.06 0.10
H -0.28986 -1.88504 2.10471 -0.28 -0.50 0.66
H 2.21453 -1.90433 2.28857 -0.25 0.48 -0.47
H 3.53316 -0.80516 0.37751 -0.77 -0.38 0.31
H -0.01104 0.46248 -1.48095 -0.25 -0.14 0.54
```
Forces are in eV/Å.

Summary:
E_LUMO (spin up / spin down)	-15.517 / -15.206	eV
calculated total energy	-108849.2906	eV
charge	+4
Kohn-Sham gap (spin up / spin down)	3.89 / 7.47	eV


[3]
ORCA calculation (ωB97M-V/def2-TZVPD) on a structure of composition C40H41InP2 at a distorted geometry.

Geometry as XYZ:
```
84
Properties=species:S:1:pos:R:3:forces:R:3
C -0.66823 1.34930 -2.51134 -0.03 0.17 0.02
C -0.25584 2.12157 -1.42079 0.30 -0.39 -0.28
C 0.90466 2.90866 -1.52982 -0.40 -0.07 0.14
C 1.57166 2.98667 -2.75249 -0.10 -0.13 0.28
C 1.06502 2.31941 -3.86480 -0.02 0.03 -0.04
C -0.06541 1.50844 -3.75001 0.01 0.02 0.01
P -1.14572 1.88527 0.15572 0.02 2.21 -1.14
C -0.72980 3.41782 1.03212 0.03 -0.31 0.35
C 0.28350 3.48377 2.00718 -0.63 0.11 -0.66
C 0.62779 4.73676 2.50889 0.09 -0.11 0.13
C -0.08364 5.87030 2.10995 -0.15 -0.14 -0.21
C -1.10115 5.78917 1.15109 0.20 -0.20 0.13
C -1.40569 4.55834 0.58633 0.16 -0.05 0.24
In -0.02177 -0.11729 1.02208 -1.01 -0.77 0.86
P 1.11166 -1.84331 -0.32072 0.36 0.08 0.31
C 2.44771 -0.84267 -1.06082 0.63 0.16 -0.77
C 2.74842 -0.91074 -2.42968 0.10 -0.45 0.38
C 3.74469 -0.11900 -2.99888 0.04 0.12 0.06
C 4.47967 0.76208 -2.20540 -0.35 -0.28 0.00
C 4.19105 0.86297 -0.84581 -0.24 -0.10 0.30
C 3.17923 0.07728 -0.28440 -0.32 0.03 0.01
C 1.78737 -3.05506 0.87492 0.48 -0.06 0.17
C 0.94223 -3.81266 1.71100 0.13 0.01 -0.26
C 1.48268 -4.76225 2.58112 0.32 0.12 -0.07
C 2.87642 -4.90005 2.68957 -0.11 0.21 -0.12
C 3.72077 -4.08075 1.92775 -0.15 -0.25 0.28
C 3.18344 -3.18107 1.01257 -0.32 0.09 -0.13
C -0.01374 -2.62888 -1.50421 0.07 -0.60 -0.31
C -1.39035 -2.35100 -1.62451 0.38 0.20 0.10
C -2.15105 -2.97574 -2.61421 0.04 -0.07 -0.08
C -1.54005 -3.86538 -3.50870 0.06 0.25 0.26
C -0.19003 -4.19345 -3.35158 -0.07 -0.13 -0.11
C 0.55600 -3.62161 -2.32657 -0.23 0.33 0.05
C -2.94158 1.90403 -0.22556 -0.05 -0.22 -0.04
C -3.41420 2.50823 -1.40495 0.15 -0.21 0.03
C -4.74878 2.35820 -1.77409 0.07 -0.04 0.18
C -5.61273 1.60922 -0.97275 0.18 -0.08 0.21
C -5.17731 1.09978 0.25667 0.09 0.21 -0.18
C -3.84841 1.27163 0.64023 0.29 -0.12 -0.16
H -0.13528 -3.65003 1.68601 0.14 -0.22 -0.12
H 0.83335 -5.39718 3.18957 0.16 0.33 -0.23
H 3.30289 -5.63238 3.38752 -0.22 0.38 -0.36
H 4.80330 -4.14333 2.05927 -0.37 -0.03 -0.13
H 3.84472 -2.56280 0.40902 -0.08 -0.17 0.09
H 2.17071 -1.58662 -3.04663 0.54 -0.02 0.23
H 3.94438 -0.18071 -4.07269 -0.08 -0.04 0.41
H 5.25368 1.37884 -2.64733 -0.03 -0.07 0.06
H 4.74577 1.56538 -0.21701 -0.23 -0.29 -0.21
H 2.93102 0.20009 0.77383 0.24 -0.06 -0.04
H -1.87006 -1.65562 -0.92948 0.05 -0.09 -0.23
H -3.22587 -2.77282 -2.69784 0.54 -0.03 0.07
H -2.12524 -4.30713 -4.31784 0.21 0.09 0.30
H 0.28186 -4.90531 -4.03531 -0.19 0.22 0.33
H 1.58113 -3.93257 -2.15126 0.00 0.04 -0.18
H -2.73839 3.07683 -2.04386 -0.15 -0.24 0.08
H -5.10475 2.81383 -2.69823 0.08 -0.14 0.26
H -6.62947 1.41700 -1.30438 0.12 0.14 0.11
H -5.86724 0.56559 0.90881 0.17 0.16 -0.17
H -3.49196 0.91473 1.60667 -0.22 -0.11 -0.24
H 0.77037 2.56074 2.34205 0.00 0.39 0.02
H 1.45261 4.82059 3.21698 -0.32 0.05 -0.09
H 0.14836 6.83196 2.54952 0.08 -0.04 -0.02
H -1.65865 6.66695 0.83529 0.21 -0.07 0.13
H -2.16276 4.46842 -0.19256 0.14 0.15 0.28
H 1.27622 3.44743 -0.65683 -0.10 -0.02 -0.30
H 2.49247 3.56740 -2.82253 -0.32 -0.11 -0.05
H 1.58907 2.42322 -4.80978 -0.19 -0.05 0.02
H -0.48933 0.95110 -4.58738 0.38 0.33 0.12
H -1.46366 0.61312 -2.39492 -0.08 0.31 -0.11
H 1.06017 -0.84349 -4.14885 -0.81 -0.12 -0.04
H 0.46965 -0.93320 -3.69280 0.18 -0.10 -0.61
C 0.35451 -0.25212 4.49367 -0.01 0.03 0.34
C -0.54213 -1.30796 3.84945 -0.09 -0.22 0.35
C -1.56797 -1.87764 4.83486 -0.23 -0.13 0.04
C -1.27885 -0.78364 2.61901 1.23 0.04 0.33
H -0.20371 0.61685 4.86452 -0.05 -0.18 -0.08
H 1.10235 0.12948 3.79368 0.14 0.04 -0.27
H 0.92746 -0.65717 5.33793 -0.25 0.02 -0.15
H 0.10686 -2.14542 3.54598 -0.15 0.24 0.01
H -2.28167 -1.11731 5.17893 0.27 0.00 -0.01
H -2.16985 -2.64101 4.32879 0.11 -0.01 0.14
H -1.10050 -2.34019 5.71135 -0.04 0.14 -0.16
H -1.80625 -1.58617 2.11241 -0.49 -0.14 -0.02
H -1.92779 0.05427 2.84727 -0.29 -0.02 0.16
```
Forces are in eV/Å.

Summary:
E_LUMO	-7.055	eV
calculated total energy	-65881.1823	eV
charge	+2
Kohn-Sham gap	7.01	eV